(1)
Molecular formula: C20H31Cl9N3O
Method: DFT, the ωB97M-V functional and the def2-TZVPD basis

Results
strongest force on any atom: 6.02 eV/Å
relative energy (zero: lowest compared OMol25 entry of this formula, charge and spin): 0.0 kJ/mol
highest occupied orbital energy (alpha / beta): -8.45 / -8.45 eV
expectation value of S²: 0.755
E: -140458.886 eV
LUMO (alpha / beta): 0.39 / -0.11 eV
2S+1: 2
HOMO-LUMO gap (alpha / beta): 8.84 / 8.34 eV

Atoms and positions in Å:
C  9.78  10.41  -15.06
Cl  9.68  8.70  -14.79
Cl  11.54  10.92  -15.16
Cl  8.92  11.29  -13.75
H  9.24  10.69  -15.97
C  3.14  11.22  -19.50
Cl  3.99  9.73  -19.13
Cl  4.26  12.32  -20.23
Cl  2.51  11.95  -17.97
H  2.32  10.97  -20.17
C  9.02  16.11  -18.96
Cl  7.37  15.55  -19.19
Cl  9.82  16.78  -20.47
Cl  9.94  14.75  -18.39
H  8.94  16.88  -18.19
C  7.67  14.37  -15.41
C  6.68  15.32  -14.68
C  5.91  16.15  -15.75
C  4.80  15.38  -16.48
C  3.83  14.79  -15.52
C  4.52  13.94  -14.46
N  5.69  14.63  -13.81
O  6.26  14.00  -12.61
C  3.47  13.58  -13.45
C  4.90  12.62  -15.12
C  7.50  16.38  -13.88
H  8.46  15.01  -15.79
H  7.21  13.78  -16.20
H  8.13  13.84  -14.58
H  5.57  17.07  -15.28
H  6.69  16.39  -16.48
H  5.28  14.55  -16.99
H  4.33  16.00  -17.24
H  3.20  14.17  -16.16
H  3.21  15.57  -15.06
H  3.13  14.48  -12.93
H  2.65  13.04  -13.91
H  3.92  12.85  -12.78
H  5.32  11.81  -14.52
H  3.98  12.26  -15.59
H  5.56  12.60  -15.98
H  8.15  16.98  -14.52
H  8.00  15.94  -13.02
H  6.78  17.11  -13.52
N  7.60  9.50  -18.20
C  8.87  9.62  -18.54
C  9.13  10.97  -18.55
C  7.88  11.68  -18.27
C  6.96  10.71  -17.99
H  7.11  8.63  -18.02
H  9.52  8.76  -18.53
H  10.12  11.38  -18.71
H  7.78  12.75  -18.18
H  5.94  10.76  -17.65
N  6.28  5.92  -18.42
C  7.19  6.18  -17.43
C  6.58  6.83  -16.37
C  5.21  6.97  -16.82
C  5.05  6.44  -18.09
H  6.48  5.53  -19.33
H  8.22  5.88  -17.52
H  7.01  7.11  -15.42
H  4.51  7.42  -16.14
H  4.21  6.19  -18.72

(2)
Molecular formula: C4H9NO
Method: DFT, the ωB97M-V functional and the def2-TZVPD basis

Results
strongest force on any atom: 0.37 eV/Å
relative energy (zero: lowest compared OMol25 entry of this formula, charge and spin): 478.6 kJ/mol
highest occupied orbital energy: -8.47 eV
E: -7827.360 eV
LUMO: 0.85 eV
2S+1: 1
HOMO-LUMO gap: 9.32 eV

Atoms and positions in Å:
C  -2.35  -0.53  -0.06
C  -0.85  -0.32  -0.01
O  -0.64  1.09  0.20
C  0.53  1.58  0.64
N  1.71  0.97  0.57
C  2.14  -0.20  -0.20
H  -2.81  -0.23  0.88
H  -2.79  0.06  -0.86
H  -2.57  -1.59  -0.25
H  -0.40  -0.88  0.81
H  -0.38  -0.63  -0.95
H  1.61  2.21  0.42
H  1.82  -0.15  -1.25
H  1.76  -1.13  0.24
H  3.23  -0.24  -0.17

(3)
Molecular formula: C38H27BrCoN2O2
Method: DFT, the ωB97M-V functional and the def2-TZVPD basis

Results
net charge: -1
strongest force on any atom: 0.50 eV/Å
highest occupied orbital energy: -4.23 eV
E: -154590.735 eV
LUMO: 2.73 eV
2S+1: 1
HOMO-LUMO gap: 6.96 eV

Atoms and positions in Å:
Co  -0.17  -0.31  -0.83
O  0.01  1.25  -1.91
C  -0.68  2.33  -1.78
C  -0.48  3.37  -2.72
C  -1.15  4.57  -2.63
C  -2.06  4.81  -1.59
C  -2.27  3.81  -0.66
C  -1.61  2.58  -0.73
C  -1.87  1.61  0.31
N  -1.37  0.44  0.35
N  -1.71  -0.38  1.43
C  -1.16  -1.55  1.25
O  -0.46  -1.88  0.23
C  -1.39  -2.60  2.29
C  -2.03  -2.29  3.49
C  -2.21  -3.28  4.45
C  -1.76  -4.57  4.22
C  -1.12  -4.87  3.03
C  -0.93  -3.89  2.07
H  0.22  3.19  -3.52
H  -0.97  5.34  -3.37
H  -2.59  5.75  -1.52
H  -2.96  3.97  0.16
H  -2.54  1.88  1.13
H  -2.37  -1.28  3.65
H  -2.71  -3.04  5.38
H  -1.91  -5.34  4.97
H  -0.76  -5.88  2.84
H  -0.43  -4.10  1.13
Br  1.45  -1.32  -2.46
C  0.16  -1.65  -3.81
C  0.56  -2.10  -5.03
C  -0.44  -2.39  -5.99
C  -1.76  -2.25  -5.69
C  -2.17  -1.79  -4.41
C  -3.54  -1.67  -4.07
C  -3.89  -1.24  -2.82
C  -2.90  -0.88  -1.87
C  -1.56  -0.95  -2.14
C  -1.20  -1.44  -3.44
H  1.60  -2.25  -5.26
H  -0.14  -2.75  -6.97
H  -2.52  -2.49  -6.42
H  -4.29  -1.93  -4.80
H  -4.94  -1.16  -2.56
H  -3.24  -0.53  -0.90
C  5.57  -0.30  3.46
C  4.88  -1.50  3.31
C  3.80  -1.57  2.44
C  3.37  -0.46  1.71
C  4.08  0.73  1.87
C  5.16  0.81  2.73
C  2.20  -0.63  0.80
C  1.30  0.27  0.40
C  1.31  1.67  0.89
C  0.90  1.94  2.20
C  0.83  3.24  2.67
C  1.17  4.31  1.84
C  1.57  4.05  0.54
C  1.63  2.74  0.07
H  6.42  -0.23  4.14
H  5.19  -2.37  3.86
H  3.27  -2.51  2.32
H  3.79  1.61  1.30
H  5.70  1.75  2.83
H  2.06  -1.66  0.49
H  0.62  1.11  2.84
H  0.51  3.43  3.69
H  1.11  5.32  2.21
H  1.82  4.87  -0.12
H  1.93  2.55  -0.96

(4)
Molecular formula: C36H35BaCl2N3OP2
Method: DFT, the ωB97M-V functional and the def2-TZVPD basis

Results
net charge: +2
strongest force on any atom: 0.14 eV/Å
relative energy (zero: lowest compared OMol25 entry of this formula, charge and spin): 0.0 kJ/mol
highest occupied orbital energy: -12.14 eV
E: -88724.852 eV
LUMO: -5.03 eV
2S+1: 1
HOMO-LUMO gap: 7.11 eV

Atoms and positions in Å:
Ba  -1.96  -0.93  0.66
Cl  0.78  3.64  1.36
C  -0.86  3.61  0.77
C  -1.50  4.85  0.58
C  -2.79  4.89  0.14
Cl  -3.56  6.42  -0.09
C  -3.49  3.69  -0.14
C  -4.82  3.65  -0.61
C  -5.42  2.45  -0.85
C  -4.70  1.28  -0.60
N  -3.45  1.27  -0.16
C  -2.83  2.46  0.06
C  -1.46  2.39  0.52
O  -0.88  1.22  0.67
H  -0.96  5.76  0.80
H  -5.35  4.58  -0.78
H  -6.44  2.39  -1.21
H  -5.16  0.31  -0.78
C  -0.40  -2.72  4.35
P  0.06  -1.21  3.41
C  -0.18  0.17  4.56
C  -0.56  1.40  4.02
C  -0.73  2.50  4.85
C  -0.54  2.37  6.22
C  -0.17  1.14  6.76
C  0.01  0.04  5.93
C  1.89  -1.39  3.33
C  2.44  -2.49  2.67
C  3.82  -2.67  2.60
C  4.67  -1.74  3.19
C  4.13  -0.64  3.84
C  2.75  -0.46  3.91
P  -2.10  -2.58  5.08
C  -3.11  -2.29  3.55
C  -3.75  -1.05  3.42
C  -4.67  -0.83  2.40
C  -4.96  -1.84  1.49
C  -4.31  -3.07  1.59
C  -3.39  -3.29  2.61
C  -2.52  -4.33  5.38
C  -3.81  -4.56  5.88
C  -4.24  -5.85  6.15
C  -3.38  -6.92  5.96
C  -2.09  -6.70  5.50
C  -1.66  -5.41  5.21
H  0.30  -2.91  5.16
H  -0.34  -3.56  3.65
H  -0.69  1.50  2.95
H  -1.01  3.45  4.43
H  -0.68  3.22  6.87
H  -0.03  1.04  7.83
H  0.30  -0.91  6.37
H  1.80  -3.25  2.23
H  4.23  -3.55  2.12
H  5.74  -1.89  3.17
H  4.79  0.08  4.33
H  2.35  0.40  4.43
H  -3.56  -0.28  4.15
H  -5.18  0.13  2.33
H  -5.72  -1.69  0.73
H  -4.56  -3.87  0.91
H  -2.94  -4.27  2.72
H  -4.48  -3.73  6.05
H  -5.24  -6.01  6.53
H  -3.71  -7.93  6.19
H  -1.41  -7.54  5.37
H  -0.65  -5.27  4.86
N  3.41  0.09  0.71
C  2.13  0.72  0.23
C  1.44  -0.10  -0.84
N  0.85  -1.34  -0.31
H  3.82  0.63  1.47
H  4.10  0.00  -0.04
H  3.25  -0.85  1.11
H  2.39  1.71  -0.14
H  1.48  0.86  1.10
H  2.13  -0.32  -1.66
H  0.66  0.54  -1.24
H  1.16  -1.53  0.64
H  1.13  -2.14  -0.86

What did the third record say?
Molecular formula: C38H27BrCoN2O2
Method: DFT, the ωB97M-V functional and the def2-TZVPD basis

Results
net charge: -1
strongest force on any atom: 0.50 eV/Å
highest occupied orbital energy: -4.23 eV
E: -154590.735 eV
LUMO: 2.73 eV
2S+1: 1
HOMO-LUMO gap: 6.96 eV

Atoms and positions in Å:
Co  -0.17  -0.31  -0.83
O  0.01  1.25  -1.91
C  -0.68  2.33  -1.78
C  -0.48  3.37  -2.72
C  -1.15  4.57  -2.63
C  -2.06  4.81  -1.59
C  -2.27  3.81  -0.66
C  -1.61  2.58  -0.73
C  -1.87  1.61  0.31
N  -1.37  0.44  0.35
N  -1.71  -0.38  1.43
C  -1.16  -1.55  1.25
O  -0.46  -1.88  0.23
C  -1.39  -2.60  2.29
C  -2.03  -2.29  3.49
C  -2.21  -3.28  4.45
C  -1.76  -4.57  4.22
C  -1.12  -4.87  3.03
C  -0.93  -3.89  2.07
H  0.22  3.19  -3.52
H  -0.97  5.34  -3.37
H  -2.59  5.75  -1.52
H  -2.96  3.97  0.16
H  -2.54  1.88  1.13
H  -2.37  -1.28  3.65
H  -2.71  -3.04  5.38
H  -1.91  -5.34  4.97
H  -0.76  -5.88  2.84
H  -0.43  -4.10  1.13
Br  1.45  -1.32  -2.46
C  0.16  -1.65  -3.81
C  0.56  -2.10  -5.03
C  -0.44  -2.39  -5.99
C  -1.76  -2.25  -5.69
C  -2.17  -1.79  -4.41
C  -3.54  -1.67  -4.07
C  -3.89  -1.24  -2.82
C  -2.90  -0.88  -1.87
C  -1.56  -0.95  -2.14
C  -1.20  -1.44  -3.44
H  1.60  -2.25  -5.26
H  -0.14  -2.75  -6.97
H  -2.52  -2.49  -6.42
H  -4.29  -1.93  -4.80
H  -4.94  -1.16  -2.56
H  -3.24  -0.53  -0.90
C  5.57  -0.30  3.46
C  4.88  -1.50  3.31
C  3.80  -1.57  2.44
C  3.37  -0.46  1.71
C  4.08  0.73  1.87
C  5.16  0.81  2.73
C  2.20  -0.63  0.80
C  1.30  0.27  0.40
C  1.31  1.67  0.89
C  0.90  1.94  2.20
C  0.83  3.24  2.67
C  1.17  4.31  1.84
C  1.57  4.05  0.54
C  1.63  2.74  0.07
H  6.42  -0.23  4.14
H  5.19  -2.37  3.86
H  3.27  -2.51  2.32
H  3.79  1.61  1.30
H  5.70  1.75  2.83
H  2.06  -1.66  0.49
H  0.62  1.11  2.84
H  0.51  3.43  3.69
H  1.11  5.32  2.21
H  1.82  4.87  -0.12
H  1.93  2.55  -0.96